DFT (wB97M-V/def2-TZVPD) results for an isolated molecule of C4H12N2O.

The value obtained for the HOMO energy is -8.961 eV. As for the structure (SMILES): NCC[C@H](N)CO. The value obtained for the energy relative to the best compared isomer or geometry (same formula, charge and spin) is 145.6 kJ/mol. As for the multiplicity: 1. The HOMO-LUMO gap is 0.3659 Eh.

Cartesian coordinates (Å):
1 C 0.924023 -0.248634 1.828376
2 O 1.864707 -1.236528 2.244393
3 C 0.180174 -0.656707 0.538210
4 C 0.207316 0.581731 -0.394210
5 C -0.618399 0.382649 -1.673305
6 N -0.556312 1.447918 -2.662737
7 N -1.170223 -1.049385 0.881703
8 H 1.519169 0.646814 1.729546
9 H 0.227344 -0.059408 2.636926
10 H 0.814796 -1.435741 0.120290
11 H -0.174359 1.433865 0.178463
12 H 1.245342 0.794458 -0.661950
13 H -0.148015 -0.519445 -2.093782
14 H -1.635165 0.096238 -1.425875
15 H 0.390129 1.785475 -2.751628
16 H -1.152577 2.206793 -2.351160
17 H 1.486994 -1.984409 2.710692
18 H -1.548573 -1.862822 0.408623
19 H -1.856374 -0.322867 0.737430

Forces on the atoms, in the same order (eV/Å):
C 0.249 -0.890 0.490
O 0.663 0.031 -0.080
C 0.519 1.847 0.358
C -0.582 -0.213 0.032
C 1.454 -0.889 0.193
N -0.713 -0.137 0.330
N -0.678 -1.039 -0.004
H 0.210 0.285 -0.399
H -0.449 0.056 0.026
H -0.503 -0.414 -0.208
H 0.036 0.147 0.011
H -0.017 0.081 0.009
H -0.377 0.045 -0.359
H -0.236 0.280 -0.192
H 0.078 0.161 -0.004
H 0.238 0.165 -0.175
H -0.505 0.154 -0.051
H 0.425 0.049 -0.060
H 0.187 0.280 0.082